Density functional theory data (ωB97M-V/def2-TZVPD) for a cluster of 2 separate species, C2H7NO2 in total at a distorted geometry.

Lowest unoccupied orbital energy (eV): 0.8
SMILES: NC=O.CO
HOMO-LUMO gap (hartree): 0.39543
Energy relative to the best compared isomer or geometry (same formula, charge and spin) (kcal/mol): 33.1
Total energy (hartree): -285.6190
Total charge: 0
2S+1: 1

XYZ file:
```
12
Properties=species:S:1:pos:R:3:forces:R:3
C -1.6492 -0.5985 -2.3524 0.38 0.89 0.67
O -1.8604 -0.4951 -0.9382 -0.31 -0.30 -0.19
H -1.4868 0.4137 -2.7031 -0.12 0.32 -0.11
H -2.5119 -0.9813 -2.8943 0.21 -0.41 0.02
H -0.6942 -1.0912 -2.5183 -0.22 -0.65 -0.39
H -2.4566 -1.2020 -0.6655 0.17 0.13 0.01
C 1.6757 0.6305 1.4963 -0.06 -0.34 -0.81
N 1.5211 -0.1590 0.3674 -0.22 0.08 -0.09
O 0.7936 0.8877 2.2693 0.16 -0.11 0.43
H 2.7302 0.9330 1.6024 -0.08 0.37 0.19
H 0.5901 -0.5376 0.2380 -0.16 0.30 0.01
H 1.9016 0.2280 -0.4894 0.27 -0.28 0.26
```
Positions in Å, forces in eV/Å.

Density functional theory data (ωB97M-V/def2-TZVPD) for an isolated molecule of C2H7NO2S at a distorted geometry.

Lowest unoccupied orbital energy (eV): 0.8
HOMO-LUMO gap (hartree): 0.38774
Energy relative to the best compared isomer or geometry (same formula, charge and spin) (kcal/mol): 47.4
Total energy (hartree): -683.7702
Total charge: 0
2S+1: 1

XYZ file:
```
13
Properties=species:S:1:pos:R:3:forces:R:3
C 0.4117 0.9618 0.4020 2.05 -1.19 -1.56
C -0.4281 -0.2727 0.5703 1.43 2.35 -0.01
N -0.1322 -1.2311 -0.3866 -2.29 -3.03 -1.62
O -2.8772 -0.8300 0.2012 -2.08 -3.19 -0.49
O -2.0443 1.0834 -1.1369 0.52 -0.67 -0.19
S -2.1079 0.3473 0.3466 0.75 3.28 0.12
H 1.4383 0.8648 0.7904 -0.49 -0.05 0.28
H -0.1176 1.7170 0.8743 -0.46 2.21 0.73
H 0.5685 1.1019 -0.6936 -0.46 0.36 0.84
H -0.3584 -0.5836 1.5774 -0.40 -0.52 1.41
H -1.1627 -1.4823 -0.6104 2.09 -0.93 -0.37
H 0.2786 -2.1109 -0.0136 -0.47 1.00 -0.24
H -1.7900 0.4917 -1.8954 -0.20 0.39 1.10
```
Positions in Å, forces in eV/Å.

Density functional theory data (ωB97M-V/def2-TZVPD) for a structure of composition C2H7NO2S at a distorted geometry.

Lowest unoccupied orbital energy (eV): 0.7
HOMO-LUMO gap (hartree): 0.37831
Energy relative to the best compared isomer or geometry (same formula, charge and spin) (kcal/mol): 87.4
Total energy (hartree): -683.7066
Total charge: 0
2S+1: 1

XYZ file:
```
13
Properties=species:S:1:pos:R:3:forces:R:3
C -0.8768 -0.8155 -0.3784 0.77 1.55 -1.23
C -0.1460 -0.0003 0.6110 -2.07 5.01 -3.59
N -0.7384 1.8606 0.5505 1.69 -3.00 -0.45
O 1.7151 0.4840 -1.3474 -0.77 -0.79 -0.34
O 2.1050 -0.9520 0.7911 -0.16 1.26 0.13
S 1.5021 0.4728 0.0900 1.26 0.20 2.61
H -1.9023 -0.8392 -0.3939 -2.75 0.80 0.76
H -0.7004 -1.8000 -0.2729 1.25 -3.71 0.77
H -0.6596 -0.6584 -1.4323 0.68 0.71 0.02
H -0.2801 -0.0871 1.6263 0.17 -0.72 2.13
H -1.7404 1.9016 0.5224 -0.98 -0.65 0.63
H -0.5905 1.9694 -0.4473 0.53 0.36 -0.42
H 2.3124 -1.5359 0.0808 0.38 -1.02 -1.03
```
Positions in Å, forces in eV/Å.

Density functional theory data (ωB97M-V/def2-TZVPD) for an isolated molecule of C2H7NO2Si at a distorted geometry.

Lowest unoccupied orbital energy (eV): 0.9
SMILES: CO/[N+]([O-])=C/[SiH3]
HOMO-LUMO gap (hartree): 0.36629
Energy relative to the best compared isomer or geometry (same formula, charge and spin) (kcal/mol): 160.9
Total energy (hartree): -574.9396
Total charge: 0
2S+1: 1

XYZ file:
```
13
Properties=species:S:1:pos:R:3:forces:R:3
C -1.7388 1.3802 1.2251 -0.29 -0.92 1.62
C 0.9179 0.1239 -0.7841 2.41 0.73 -1.83
N -0.1892 0.1219 -0.1356 -0.66 2.97 1.20
O -0.7839 -0.7360 0.4602 -0.09 -1.89 0.00
O -0.8219 1.4821 0.1326 0.05 -0.11 -0.97
Si 1.7413 -1.5714 -1.0285 -1.06 0.47 1.61
H -2.2091 2.3915 1.4634 0.93 -1.20 -0.86
H -2.5826 0.5962 1.1032 1.45 1.38 -0.11
H -1.1045 1.0576 2.1169 -1.17 0.45 -0.78
H 1.4086 0.9823 -1.4142 -1.85 -1.08 1.90
H 1.1919 -2.3423 0.1285 0.57 -0.08 -0.29
H 0.9440 -1.8936 -2.1632 0.04 -0.89 -1.25
H 3.2264 -1.5924 -1.1044 -0.34 0.18 -0.22
```
Positions in Å, forces in eV/Å.

Density functional theory data (ωB97M-V/def2-TZVPD) for a cluster of 2 separate species, C2H7NO2Si in total at a distorted geometry.

Lowest unoccupied orbital energy (spin up / spin down) (eV): 0.8 / -2.1
HOMO-LUMO gap (spin up / spin down) (hartree): 0.31815 / 0.30990
Energy relative to the best compared isomer or geometry (same formula, charge and spin) (kcal/mol): 154.1
Total energy (hartree): -574.8665
Total charge: 0
2S+1: 3
⟨S²⟩: 2.01

XYZ file:
```
13
Properties=species:S:1:pos:R:3:forces:R:3
C -0.7428 1.3053 -0.8012 -0.45 3.32 -0.01
C -0.5885 0.0214 -0.7718 -0.94 -2.26 1.43
N 2.9996 0.4817 0.2754 -5.29 0.27 0.05
O 2.2711 -0.6064 0.8238 -1.99 -0.47 0.68
O 4.1419 0.3601 0.3487 5.66 0.06 -0.03
Si -1.7548 -1.1122 0.2952 -0.47 3.28 0.42
H -1.3588 2.0128 -0.2482 -0.74 -0.98 0.52
H 1.3430 -0.3169 1.0812 1.58 0.17 -0.72
H -0.2194 1.9601 -1.4696 0.96 -0.21 -0.58
H 0.1994 -0.3138 -1.3806 0.77 -0.92 -0.86
H -3.1098 -0.3485 -0.0389 1.13 -1.19 0.57
H -1.7580 -2.5178 0.0929 0.00 -1.01 -0.53
H -1.4229 -0.9258 1.7931 -0.22 -0.07 -0.95
```
Positions in Å, forces in eV/Å.

Density functional theory data (ωB97M-V/def2-TZVPD) for a cluster of 2 separate species, C2H7NO3 in total.

Lowest unoccupied orbital energy (eV): 0.5
SMILES: NCC(=O)O.O
HOMO-LUMO gap (hartree): 0.39781
Energy relative to the best compared isomer or geometry (same formula, charge and spin) (kcal/mol): 15.7
Total energy (hartree): -360.8887
Total charge: 0
2S+1: 1

XYZ file:
```
13
Properties=species:S:1:pos:R:3:forces:R:3
O 0.5155 -0.3555 2.1218 0.31 0.29 0.12
C 0.7399 -1.0526 1.1749 -0.17 -0.45 -0.26
O 1.0078 -2.3810 1.2790 0.60 0.48 0.17
C 0.6236 -0.6583 -0.2715 -0.65 0.58 -0.06
N 0.2986 0.7471 -0.5044 0.03 0.28 0.91
H 1.3688 -2.4906 2.1721 -0.36 -0.31 0.08
H -0.2227 -1.2625 -0.5994 0.10 -0.26 -0.40
H 1.5048 -0.9218 -0.8349 0.19 -0.44 -0.07
H 0.0971 1.1521 0.4080 -0.54 -0.11 0.10
H 1.1330 1.2660 -0.7185 0.45 -0.05 -0.56
H -2.5248 1.2247 -1.4461 0.10 -0.06 -0.03
H -1.9148 2.5720 -1.1428 0.11 -0.01 -0.02
O -2.6269 2.1604 -1.6384 -0.18 0.07 0.01
```
Positions in Å, forces in eV/Å.

Density functional theory data (ωB97M-V/def2-TZVPD) for a cluster of 2 separate species, C2H7NO3 in total at a distorted geometry.

Lowest unoccupied orbital energy (eV): 0.5
SMILES: O=CNCO.O
HOMO-LUMO gap (hartree): 0.39725
Energy relative to the best compared isomer or geometry (same formula, charge and spin) (kcal/mol): 27.7
Total energy (hartree): -360.8695
Total charge: 0
2S+1: 1

XYZ file:
```
13
Properties=species:S:1:pos:R:3:forces:R:3
O 0.9244 -0.7924 -0.7626 -0.39 0.15 0.06
C 1.1836 -0.2209 0.2724 0.48 -0.81 -0.80
N 0.7911 -0.6616 1.5085 0.19 1.00 0.03
C -0.3949 -1.4718 1.6522 0.21 -0.26 0.30
O -1.5044 -0.7514 2.1380 -0.01 0.52 0.00
H 1.8783 0.6302 0.2344 -0.09 0.17 0.56
H 1.0626 -0.0277 2.2532 -0.19 -0.40 0.06
H -0.6116 -1.8351 0.6543 -0.23 -0.07 -0.04
H -0.2144 -2.3222 2.3137 0.23 0.03 0.00
H -1.2069 -0.1543 2.8417 -0.20 -0.33 -0.18
H -0.5604 2.8329 -3.6279 -0.15 -0.25 -0.02
H -0.9224 2.0107 -4.9022 -0.08 -0.07 0.27
O -0.4248 2.7635 -4.5757 0.23 0.32 -0.24
```
Positions in Å, forces in eV/Å.

Density functional theory data (ωB97M-V/def2-TZVPD) for a cluster of 2 separate species, C2H7NO3 in total at a distorted geometry.

Lowest unoccupied orbital energy (eV): 0.6
SMILES: O=CNCO.O
HOMO-LUMO gap (hartree): 0.37144
Energy relative to the best compared isomer or geometry (same formula, charge and spin) (kcal/mol): 53.0
Total energy (hartree): -360.8292
Total charge: 0
2S+1: 1

XYZ file:
```
13
Properties=species:S:1:pos:R:3:forces:R:3
O -1.7446 -0.2445 1.4417 -1.57 2.95 -1.79
C -1.9369 0.2607 0.2939 0.02 -3.54 1.93
N -1.1170 -0.1896 -0.6924 -2.72 2.26 -0.16
C 0.1122 -0.9110 -0.5145 0.50 -2.37 -0.52
O 0.5462 -1.0219 0.8129 -0.65 2.24 -0.44
H -2.8903 0.8131 -0.0556 1.56 -0.40 0.67
H -1.5210 0.0244 -1.6001 1.04 -0.21 -0.10
H 0.8152 -0.3423 -1.1444 0.27 -0.83 0.00
H -0.0894 -1.9955 -0.7640 0.57 1.14 -0.81
H -0.0271 -0.2787 1.1524 1.04 -1.25 1.28
H 2.7245 1.4710 -0.4429 0.78 -0.89 -0.79
H 2.6745 0.8683 1.0630 0.54 -1.19 -0.13
O 2.4536 1.5461 0.4499 -1.38 2.09 0.86
```
Positions in Å, forces in eV/Å.